The following is a DFT calculation (ωB97M-V/def2-TZVPD) of one molecule with the formula C4H7NO3.

```
15
Properties=species:S:1:pos:R:3:forces:R:3:nbo_charge:R:1
C -1.6193 -0.7632 -0.1033 2.7561 3.5536 -1.5866 0.545
N -0.9941 0.4712 0.3070 -1.0269 -0.0942 -0.3843 -0.474
C -1.0239 1.2226 1.5628 0.8326 -0.1767 3.0517 -0.442
C 0.1279 0.9133 -0.5461 0.1043 1.9021 0.0492 -0.333
C 1.3201 -0.0154 -0.1681 0.3317 2.6070 -0.7330 0.767
O 1.1288 -1.3180 -0.2308 -0.0477 -1.3872 -2.1499 -0.691
O 2.3531 0.4765 0.1780 0.4735 -0.0602 0.6021 -0.555
O -1.1719 -1.1605 -1.1818 -2.0163 -1.0939 0.9660 -0.643
H -2.4627 -1.1662 0.4545 0.0993 -0.0139 0.2403 0.165
H -0.4358 0.5810 2.3644 -1.4579 1.1659 -1.1265 0.201
H -0.3267 2.1806 1.5603 -1.8957 -1.9077 -0.5339 0.235
H -2.0809 1.4941 1.9859 1.9636 -0.6030 -1.0136 0.222
H -0.1324 0.8451 -1.6278 0.1703 -0.1326 0.8143 0.245
H 0.3671 2.1410 -0.3306 -0.4628 -3.9109 -0.4993 0.234
H 0.7223 -1.5017 -1.1509 0.1760 0.1517 2.3035 0.524
```
Forces are in eV/Å.

Properties
- molar mass (g mol⁻¹) = 117.1
- LUMO energy (eV) = 0.68
- HOMO-LUMO gap (eV) = 10.10
- net charge = 0
- energy relative to the best compared isomer or geometry (same formula, charge and spin) (kJ/mol) = 279.8